Density functional theory data (ωB97M-V/def2-TZVPD) for 9 unconnected molecules or ions with the total composition C38H52N13O3S2.

Calculated values
Energy (a.u.): -3212.4856
Strongest force on any atom (eV/A): 8.3
Energy relative to the best compared isomer or geometry (same formula, charge and spin) (eV): 8.039
Total charge: +1

Geometry (Å):
N -5.806521 -2.909114 0.260687
C -4.951501 -3.593037 -0.802889
O -5.319992 -3.541985 -2.107056
C -3.561382 -4.428157 -0.487890
C -2.246829 -3.427173 -0.746369
N -2.152984 -2.575348 0.528970
C -2.559599 -1.110056 0.650531
N -3.092373 -0.349276 -0.373939
C -3.445746 1.143676 -0.206823
S -1.834583 2.061404 -0.668097
O -1.908581 3.586029 -0.414772
O -1.577152 1.683365 -2.173909
N -2.319174 -0.539297 2.046856
C -1.754042 -1.762273 2.748207
N -1.658459 -2.928380 1.777632
S -1.030186 -4.571870 2.049196
H -6.041954 -1.950090 -0.076557
H -5.271396 -2.822668 1.152848
H -3.504110 -5.365195 -1.187664
H -3.572610 -4.774860 0.640219
H -2.464880 -2.749184 -1.685008
H -1.254524 -4.068097 -0.918189
H -3.245095 -0.725652 -1.350269
H -3.707433 1.423403 0.905828
H -4.336637 1.474479 -0.911070
H -0.777842 1.432952 0.055346
H -1.445985 -1.753412 3.889698
H -0.344192 -4.599950 3.298730
N -2.200569 -4.765427 -4.597232
C -1.661139 -5.908509 -4.067215
C -0.476452 -6.163100 -4.721355
C -0.291998 -5.134044 -5.675431
C -1.369921 -4.283194 -5.575077
H -3.074330 -4.343249 -4.310981
H -2.165885 -6.442341 -3.273195
H 0.184193 -6.998957 -4.531038
H 0.538119 -5.025006 -6.361361
H -1.616959 -3.379012 -6.115256
N -1.111778 6.830237 -0.669061
C -0.858291 7.044376 -1.998883
C -0.525633 8.370800 -2.160561
C -0.574478 8.976595 -0.882334
C -0.936102 8.001779 0.020382
H -1.384802 5.945943 -0.260264
H -0.937655 6.237115 -2.714594
H -0.273717 8.850021 -3.097693
H -0.367460 10.012277 -0.645714
H -1.084338 8.041694 1.091269
N 2.037544 7.102473 1.323310
C 2.532310 7.642703 2.481712
C 3.789959 7.122330 2.690834
C 4.065739 6.241754 1.617628
C 2.967886 6.250924 0.786622
H 1.128598 7.301691 0.926119
H 1.948053 8.348050 3.057336
H 4.439163 7.353029 3.525485
H 4.968296 5.663709 1.466833
H 2.769070 5.724783 -0.137506
N -0.683902 -8.301777 4.308350
C -0.144472 -9.444859 4.838367
C 1.040216 -9.699449 4.184228
C 1.224669 -8.670394 3.230151
C 0.146746 -7.819543 3.330505
H -1.557662 -7.879599 4.594601
H -0.649217 -9.978690 5.632388
H 1.700861 -10.535306 4.374544
H 2.054786 -8.561356 2.544221
H -0.100291 -6.915361 2.790327
N -4.162845 -6.076073 4.803177
C -4.041000 -4.726838 5.011163
C -3.930330 -4.513474 6.367049
C -3.981297 -5.779091 6.998599
C -4.122217 -6.726223 6.009145
H -4.265683 -6.522269 3.900977
H -4.045063 -4.035797 4.178901
H -3.823145 -3.550428 6.849113
H -3.920986 -5.978217 8.060763
H -4.198179 -7.804189 6.059961
N 2.079692 6.976890 -5.796809
C 1.952628 6.521531 -7.083293
C 0.960674 5.566584 -7.100768
C 0.468112 5.446029 -5.779371
C 1.174809 6.330433 -4.995570
H 2.737533 7.680499 -5.487271
H 2.578340 6.913798 -7.873751
H 0.626967 5.017100 -7.971420
H -0.317963 4.785675 -5.436588
H 1.112295 6.553534 -3.938839
N 2.379948 3.203559 1.316243
C 2.280402 2.173549 2.214969
C 2.565472 1.000924 1.551732
C 2.852830 1.336199 0.207017
C 2.733729 2.702992 0.090284
H 2.218561 4.180260 1.525148
H 2.014402 2.362506 3.246353
H 2.567525 0.011107 1.989439
H 3.118713 0.654122 -0.590203
H 2.868797 3.360322 -0.758267
N 5.934314 1.865021 -0.722677
C 6.473743 0.721939 -0.192660
C 7.658431 0.467348 -0.846799
C 7.842884 1.496404 -1.800877
C 6.764961 2.347254 -1.700522
H 5.060553 2.287199 -0.436426
H 5.968998 0.188107 0.601360
H 8.319076 -0.368509 -0.656482
H 8.673001 1.605442 -2.486806
H 6.517924 3.251436 -2.240700

Atoms 1-3, force components in eV/Å:
N 3.43 -0.70 -1.98
C -2.03 0.61 -5.35
O 2.28 0.03 8.00

Atomic partial charges in e from the Mulliken method, atoms 1 to 5:
1. N -0.47
2. C 0.26
3. O -0.54
4. C 0.12
5. C -0.75